{"formula": "C21H43BrN3O8S5", "method": "ωB97M-V/def2-TZVPD", "lumo_energy_ev": 1.75, "gap_ha": 0.2246, "e_tot_ha": -6156.985491, "e_homo_ev": -4.363, "charge": -1, "species": ["O", "C", "C", "N", "C", "C", "C", "C", "C", "C", "C", "S", "C", "N", "N", "C", "O", "C", "Br", "C", "O", "O", "H", "H", "H", "H", "H", "H", "H", "H", "H", "H", "H", "H", "H", "H", "H", "H", "H", "H", "H", "C", "S", "O", "C", "H", "H", "H", "H", "H", "H", "C", "S", "O", "C", "H", "H", "H", "H", "H", "H", "C", "S", "O", "C", "H", "H", "H", "H", "H", "H", "C", "S", "O", "C", "H", "H", "H", "H", "H", "H"], "coordinates": [[0.8136, -7.3157, -0.5302], [0.7171, -6.2346, 0.0070], [0.5170, -6.0439, 1.5062], [-0.4620, -4.9789, 1.6812], [0.2111, -3.6847, 1.6773], [-0.7166, -2.4778, 1.6079], [-1.1792, -2.1833, 0.1910], [-1.7999, -0.7814, 0.0518], [-0.8102, 0.2623, -0.4328], [-0.4215, 0.1234, -1.9038], [-1.3496, 0.9311, -2.8326], [-0.5547, 2.4674, -3.4175], [-0.7954, 2.5463, -5.1336], [-1.7470, 2.1073, -5.8592], [-1.4116, 2.4214, -7.1526], [-0.3168, 3.0278, -7.1344], [0.1392, 3.1607, -5.8678], [-1.3724, -5.2130, 2.7766], [-0.8450, -4.3925, 4.5127], [-2.8807, -4.8480, 2.4780], [-3.1724, -4.3440, 1.3744], [-3.6362, -5.1647, 3.3943], [0.7903, -5.3178, -0.6126], [1.4995, -5.7370, 1.9029], [0.1966, -7.0112, 1.8785], [0.7888, -3.6428, 0.7489], [0.9636, -3.5895, 2.4711], [-1.5297, -2.5165, 2.3258], [-0.0928, -1.6229, 1.9010], [-1.8277, -2.9626, -0.1983], [-0.2826, -2.1822, -0.4424], [-2.5954, -0.8645, -0.6982], [-2.2801, -0.4769, 0.9766], [-1.2233, 1.2631, -0.3140], [0.1007, 0.2663, 0.1603], [0.6035, 0.4351, -2.0963], [-0.4811, -0.9225, -2.2106], [-1.6558, 0.3511, -3.6980], [-2.2417, 1.2350, -2.2888], [0.2008, 3.3969, -7.9922], [-1.3928, -6.2796, 2.9664], [-3.1083, 2.7990, 3.8240], [-3.6880, 2.4960, 2.1484], [-2.5392, 1.9673, 1.3764], [-3.8786, 4.2255, 1.6915], [-2.8868, 1.8367, 4.2812], [-2.2046, 3.4089, 3.7968], [-3.8901, 3.3022, 4.3937], [-2.9248, 4.7428, 1.8013], [-4.6370, 4.6874, 2.3250], [-4.1982, 4.2643, 0.6512], [3.1679, 2.0952, 0.0013], [3.5507, 0.3550, -0.2425], [2.2782, -0.3961, -0.1106], [4.4574, 0.1438, 1.2933], [2.5599, 2.4270, -0.8388], [2.6104, 2.2227, 0.9296], [4.0943, 2.6697, 0.0318], [3.8187, 0.4001, 2.1382], [5.3439, 0.7773, 1.2881], [4.7584, -0.8993, 1.3701], [-6.6076, 2.8751, -3.5582], [-4.8291, 2.9735, -3.8130], [-4.2147, 3.2827, -2.4958], [-4.8555, 4.5018, -4.7583], [-6.8107, 1.9993, -2.9453], [-6.9585, 3.7713, -3.0449], [-7.1066, 2.7694, -4.5218], [-5.3174, 5.2937, -4.1671], [-5.4094, 4.3459, -5.6842], [-3.8269, 4.7696, -4.9911], [7.9638, -1.2601, 2.3657], [7.6348, -0.2465, 3.8138], [6.8281, 0.9185, 3.3659], [9.3248, 0.3285, 4.0301], [7.0215, -1.6898, 2.0333], [8.3859, -0.6434, 1.5717], [8.6538, -2.0605, 2.6326], [9.6576, 0.8427, 3.1281], [9.9727, -0.5219, 4.2433], [9.3416, 1.0180, 4.8715]], "forces_ev_per_a": [[0.0, 0.3, 0.2], [0.2, -0.4, -0.2], [0.2, 0.6, -1.2], [0.3, -0.2, 1.3], [-0.3, 0.3, -1.0], [0.7, 0.4, 0.0], [0.2, 0.3, -0.2], [-0.3, -0.6, -0.6], [0.4, 0.7, 0.0], [-0.2, 0.0, -0.4], [-0.3, -0.3, -0.1], [0.5, 0.4, 0.3], [0.0, -0.3, 0.9], [-1.1, -0.6, 0.0], [-1.8, -1.0, -1.2], [0.6, 0.4, 0.4], [1.6, 0.8, -0.1], [-0.5, 0.0, -1.4], [0.2, -0.2, 0.2], [-0.4, 0.7, -0.6], [0.7, -0.2, 0.1], [-0.4, -0.4, 0.9], [-0.2, 0.0, 0.2], [0.0, -0.3, 0.3], [0.0, 0.1, 0.3], [0.1, 0.0, 0.0], [-0.3, -0.2, 0.3], [-0.2, -0.2, -0.1], [0.0, 0.0, 0.1], [-0.2, -0.1, 0.3], [0.1, -0.1, 0.0], [-0.2, 0.2, 0.1], [0.0, 0.1, 0.1], [-0.2, 0.0, 0.2], [0.0, -0.3, 0.2], [0.1, -0.1, 0.2], [0.1, -0.1, 0.0], [0.0, 0.1, -0.2], [-0.1, 0.1, -0.1], [0.5, 0.3, 0.1], [0.0, 0.0, 0.3], [0.1, 0.1, 0.1], [-0.2, -0.1, 0.0], [0.0, 0.2, 0.2], [0.0, 0.2, 0.0], [0.0, 0.0, -0.1], [0.0, 0.0, -0.1], [0.0, 0.0, 0.0], [0.0, -0.1, 0.0], [0.0, 0.0, 0.0], [0.0, -0.1, 0.0], [0.0, 0.1, 0.1], [0.1, 0.0, 0.0], [0.1, -0.1, 0.0], [0.0, 0.1, 0.1], [0.0, -0.1, 0.0], [0.0, -0.1, 0.0], [0.0, 0.0, 0.0], [0.0, 0.0, 0.0], [0.0, 0.0, 0.0], [-0.1, 0.0, -0.1], [-0.1, 0.1, 0.0], [0.1, -0.3, -0.1], [-0.1, 0.1, 0.1], [-0.1, 0.2, 0.0], [0.1, 0.0, 0.0], [0.1, 0.0, 0.0], [0.0, 0.0, 0.0], [0.0, 0.0, 0.1], [0.0, 0.0, 0.0], [0.0, -0.1, 0.0], [0.1, 0.0, -0.1], [-0.1, -0.1, 0.1], [0.1, 0.0, -0.1], [0.1, 0.0, -0.1], [0.0, 0.0, 0.1], [0.0, 0.0, 0.0], [0.0, 0.0, 0.0], [-0.1, 0.0, 0.0], [0.0, 0.0, 0.0], [-0.1, 0.0, 0.0]]}

---

{"formula": "C4H11NO3", "method": "ωB97M-V/def2-TZVPD", "lumo_energy_ev": 0.75, "gap_ha": 0.3870, "e_tot_ha": -439.400095, "e_homo_ev": -9.784, "smiles": "C[C@@H](CO)NC=O.O", "species": ["C", "C", "C", "O", "N", "C", "O", "H", "H", "H", "H", "H", "H", "H", "H", "H", "O", "H", "H"], "coordinates": [[1.7769, 0.0606, -0.2769], [0.7406, -1.0820, 0.0858], [-0.0646, -0.5779, 1.4240], [0.8314, -0.8646, 2.4141], [-0.2436, -1.3278, -1.0112], [-1.1243, -0.2827, -1.2161], [-1.4895, 0.2740, -0.2016], [2.1733, -0.3194, -1.0788], [2.5637, 0.0796, 0.5102], [1.3094, 1.0454, -0.4205], [1.3279, -2.1644, 0.3361], [-0.1559, 0.5552, 1.3249], [-1.0798, -0.9803, 1.6735], [0.3872, -0.7391, 3.3454], [0.2347, -1.7026, -1.8874], [-1.3881, 0.0020, -2.3291], [-1.9510, 2.7386, -1.2479], [-1.7309, 3.4034, -0.7193], [-2.1173, 1.8818, -0.7252]], "forces_ev_per_a": [[-2.4, -0.1, 4.9], [-0.6, -0.9, 2.2], [0.2, 0.9, -1.4], [0.2, -0.4, 4.8], [1.9, -0.1, -2.2], [0.7, -0.7, -0.5], [-1.8, 1.1, -1.8], [2.7, -1.3, -4.9], [-0.7, 0.2, -0.4], [0.1, -0.5, 0.0], [-1.7, 3.1, -0.7], [0.0, -1.5, 0.2], [0.9, 0.0, -0.8], [1.4, -0.3, -2.8], [-1.1, 0.7, 1.5], [0.1, -0.6, 2.0], [-1.9, -5.8, -3.1], [1.4, 4.1, 3.7], [0.6, 1.9, -0.7]]}

---

{"formula": "C15H14ClF6IrN4O4PS", "method": "ωB97M-V/def2-TZVPD", "lumo_energy_ev": [-7.79, -9.85], "gap_ha": [0.2863, 0.2103], "e_tot_ha": -3002.840851, "e_homo_ev": [-15.577, -15.577], "charge": 2, "spin_multiplicity": 2, "species": ["Ir", "O", "C", "O", "C", "C", "Cl", "N", "N", "C", "C", "O", "O", "C", "C", "C", "C", "C", "C", "H", "H", "H", "H", "H", "H", "C", "N", "C", "C", "N", "C", "S", "H", "H", "H", "H", "H", "H", "H", "H", "F", "P", "F", "F", "F", "F", "F"], "coordinates": [[0.9478, 0.1856, -0.2277], [3.1938, -4.6894, 1.1945], [2.3840, -4.3889, 2.0797], [2.2205, -5.1629, 3.1014], [1.5986, -3.1595, 2.0372], [0.6651, -2.5790, 2.9003], [0.0846, -3.1159, 4.3728], [0.2740, -1.4066, 2.3532], [0.9200, -1.2234, 1.1837], [1.7080, -2.2565, 0.9851], [2.4976, -2.1927, -0.2581], [3.2750, -3.1203, -0.5625], [2.3056, -1.1427, -0.9423], [-0.6222, -0.4007, 2.8763], [-1.9856, -0.6390, 2.8385], [-2.8296, 0.3406, 3.3386], [-2.3006, 1.5197, 3.8482], [-0.9280, 1.7348, 3.8718], [-0.0680, 0.7634, 3.3850], [3.3162, -3.8678, 0.2427], [-2.3712, -1.5671, 2.4356], [-3.8991, 0.1822, 3.3353], [-2.9651, 2.2774, 4.2407], [-0.5280, 2.6522, 4.2808], [1.0067, 0.8981, 3.4121], [0.8015, -0.3659, -4.0739], [-0.4093, 0.3144, -3.6488], [-1.0309, 1.3648, -4.4783], [-2.2650, 1.7906, -3.6545], [-2.1509, 0.9226, -2.4732], [-1.0875, 0.1438, -2.5403], [-0.7205, -0.9917, -1.2431], [1.6064, 0.3596, -4.1937], [0.6228, -0.8608, -5.0276], [1.0872, -1.1063, -3.3326], [-1.2955, 0.9463, -5.4483], [-0.3210, 2.1770, -4.6311], [-3.2014, 1.6078, -4.1763], [-2.2232, 2.8343, -3.3499], [-2.7632, 0.9459, -1.6746], [-0.2442, 1.7727, 0.3270], [0.7922, 3.0713, -0.3198], [-0.4232, 3.4777, -1.2073], [1.9573, 2.2527, 0.5043], [0.4437, 3.9619, 0.8859], [1.8215, 3.9703, -1.0286], [1.1029, 1.7692, -1.5382]], "forces_ev_per_a": [[0.0, 0.0, 0.0], [-0.3, -0.6, 1.0], [0.4, -0.2, -0.1], [-0.1, 0.0, 0.1], [-0.2, 0.0, 0.2], [0.1, 0.1, -0.1], [0.0, 0.0, 0.0], [0.0, 0.0, -0.1], [-0.1, 0.0, 0.2], [0.1, 0.0, 0.0], [-0.3, 0.3, 0.1], [0.3, 0.6, -0.7], [0.1, -0.2, -0.1], [0.0, 0.0, 0.0], [0.0, 0.0, 0.0], [0.0, 0.0, 0.0], [0.0, 0.0, 0.0], [0.0, 0.0, 0.0], [0.0, 0.0, 0.0], [0.0, 0.0, -0.4], [0.0, 0.0, 0.0], [0.0, 0.0, 0.0], [0.0, 0.0, 0.0], [0.0, 0.0, 0.0], [0.0, 0.0, 0.0], [0.0, 0.0, 0.0], [0.0, 0.0, 0.1], [0.0, 0.0, 0.0], [0.0, 0.0, 0.0], [0.0, 0.0, -0.1], [-0.1, 0.0, 0.0], [0.0, 0.0, 0.0], [0.0, 0.0, 0.0], [0.0, 0.0, 0.0], [0.0, 0.0, 0.0], [0.0, 0.0, 0.0], [0.0, 0.0, 0.0], [0.0, 0.0, 0.0], [0.0, 0.0, 0.0], [0.0, 0.0, 0.0], [-0.1, 0.0, 0.0], [0.2, 0.0, -0.1], [-0.1, 0.0, 0.0], [0.0, 0.0, 0.0], [0.0, 0.0, 0.0], [0.0, 0.0, 0.0], [0.0, 0.0, 0.0]]}

---

{"formula": "C3H5Br2Cl3", "method": "ωB97M-V/def2-TZVPD", "lumo_energy_ev": 0.58, "gap_ha": 0.4061, "e_tot_ha": -6645.908766, "e_homo_ev": -10.472, "smiles": "ClC(Cl)Cl.BrCCBr", "species": ["Cl", "C", "Cl", "Cl", "H", "Br", "C", "C", "Br", "H", "H", "H", "H"], "coordinates": [[1.5193, 2.2660, -3.3419], [0.2443, 1.0633, -3.2234], [0.5600, -0.0943, -1.9144], [0.0370, 0.2234, -4.7507], [-0.6786, 1.5722, -2.9840], [-0.8882, 1.4220, 2.7886], [-0.1690, 0.0102, 1.6393], [-0.2149, -1.2836, 2.4044], [0.3902, -2.7313, 1.2700], [0.8278, 0.3252, 1.3529], [-0.8216, -0.0109, 0.7731], [-1.2340, -1.5011, 2.7075], [0.4275, -1.2612, 3.2787]], "forces_ev_per_a": [[0.1, 0.1, 0.1], [0.0, -0.1, 0.2], [0.0, 0.1, -0.1], [-0.1, -0.1, -0.1], [0.0, 0.0, 0.0], [0.1, 0.0, 0.0], [-0.3, 0.2, 0.1], [-0.1, 0.2, 0.1], [0.1, -0.1, -0.1], [0.1, -0.1, 0.0], [0.1, 0.0, 0.0], [0.0, -0.1, 0.0], [0.0, 0.0, 0.0]]}

---

{"formula": "H19O10", "method": "ωB97M-V/def2-TZVPD", "lumo_energy_ev": 3.28, "gap_ha": 0.3532, "e_tot_ha": -763.847835, "e_homo_ev": -6.331, "charge": -1, "species": ["O", "H", "H", "O", "H", "H", "O", "H", "H", "O", "H", "H", "O", "H", "H", "O", "H", "H", "O", "H", "H", "O", "H", "H", "O", "H", "O", "H", "H"], "coordinates": [[-0.3240, -1.5913, 2.7198], [-1.0261, -1.6959, 1.9565], [-0.2270, -2.4681, 3.1685], [-0.1603, -0.7824, -3.6588], [0.0432, 0.0989, -3.2437], [-1.1103, -0.8373, -3.7902], [1.8930, -1.2840, 1.0728], [1.5465, -1.7949, 0.3071], [1.1261, -1.2916, 1.7272], [-1.9447, -1.2172, 0.5014], [-2.4849, -0.1766, -0.5365], [-2.6915, -1.7005, 0.4731], [-2.4327, 0.6157, -1.2063], [-0.3869, 0.6503, 0.3340], [-1.5282, 0.5239, -1.5051], [0.4468, 1.5893, -2.0162], [0.3215, 1.8112, -1.0522], [1.4002, 1.2571, -2.0225], [0.1834, -2.1180, -0.8105], [-0.6848, -1.9230, -0.3398], [-0.1523, -2.1609, -1.6209], [-0.5594, 1.6267, 0.4055], [-1.5103, 1.7537, 0.1659], [0.3799, 2.2679, 1.9989], [0.3966, 2.0350, 2.9373], [0.0996, 1.1437, 3.0997], [2.6609, 1.4519, 0.1570], [2.2042, 0.5061, 0.3177], [3.4031, 1.4303, -0.2537]], "forces_ev_per_a": [[-1.0, -1.3, -0.4], [0.9, 0.5, 0.9], [-0.2, 1.2, -0.8], [0.5, 0.6, 0.2], [-0.7, -0.9, -0.2], [0.0, 0.4, 0.2], [-0.7, 0.1, 0.3], [0.0, 0.4, 0.4], [1.0, -0.1, -0.8], [4.0, 1.9, 0.5], [0.6, 1.0, -0.5], [-4.0, -2.8, 0.0], [-1.0, -0.7, 0.4], [-0.7, 1.1, 0.3], [0.3, 0.1, -0.4], [2.2, -0.6, 0.0], [-0.2, -0.1, -0.7], [-1.8, 0.8, 0.1], [0.9, 0.0, 5.1], [0.4, 0.3, 0.7], [-1.4, -0.3, -6.0], [0.0, -0.5, 0.0], [0.8, -0.7, 0.0], [-0.4, -0.8, 0.1], [0.6, 1.1, 0.9], [-0.2, -0.4, -0.6], [-9.4, -1.7, 4.6], [2.1, 2.3, -0.3], [7.5, -1.0, -4.1]]}

---

{"formula": "C4H15N3O", "method": "ωB97M-V/def2-TZVPD", "lumo_energy_ev": [-13.08, -17.90], "gap_ha": [0.3197, 0.1419], "e_tot_ha": -399.670229, "e_homo_ev": [-21.776, -21.763], "charge": 3, "spin_multiplicity": 2, "species": ["C", "C", "C", "N", "C", "N", "N", "H", "H", "H", "H", "H", "H", "H", "H", "H", "H", "H", "H", "H", "H", "H", "O"], "coordinates": [[-0.0180, -0.1767, -1.1781], [-1.0471, 0.8003, -0.5116], [-1.3479, 0.4377, 0.9826], [0.4250, -0.5515, 3.2711], [0.0488, 0.6733, 3.1006], [-0.5577, 1.1826, 1.9917], [0.6850, 0.4606, -2.3267], [0.6940, -0.5855, -0.4648], [-0.6113, -1.0153, -1.5380], [-0.6179, 1.8041, -0.5703], [-2.0318, 0.6867, -0.9617], [-1.2041, -0.6220, 1.1989], [-2.3775, 0.6962, 1.3040], [0.7349, -0.8500, 4.2087], [0.3753, -1.3313, 2.6091], [0.0960, 1.3375, 3.9687], [-0.7035, 2.2030, 1.9427], [0.0321, 0.8167, -3.0187], [1.3122, -0.2860, -2.6968], [1.2714, 1.2247, -1.9761], [1.0811, -2.4558, -3.6469], [2.3567, -2.3021, -2.9012], [1.4045, -2.1471, -2.7871]], "forces_ev_per_a": [[-1.6, -0.1, 0.7], [0.5, -0.2, 0.5], [1.6, -0.4, 0.9], [-0.4, -0.1, 0.1], [-0.2, -0.1, 1.2], [-1.0, -0.5, -1.4], [0.4, 0.0, 1.4], [0.3, 0.2, -0.2], [0.4, -0.1, -0.3], [-0.7, 0.2, -0.1], [0.2, 0.5, -0.4], [-0.3, -0.1, -0.1], [-0.2, 0.2, -0.4], [0.2, 0.2, 0.0], [0.0, 0.2, -0.3], [0.4, 0.1, -0.2], [0.4, 0.0, 0.3], [0.0, 0.0, -0.5], [-0.3, -0.4, -0.5], [0.0, 0.1, -0.4], [-0.3, -0.2, 0.1], [0.0, -0.2, 0.3], [0.6, 0.5, -0.5]]}